Record 1
The following is a quantum chemistry calculation of a molecular structure, C19H38Cl5HfN4O27, from the Open Molecules 2025 dataset.

Each line ends with the Löwdin charge.
Geometry (Å):
1 C -9.3627 -2.4969 -9.6386  -0.106
2 C -9.9783 -1.4749 -10.5882  -0.217
3 C -10.0342 -0.0524 -9.9070  -0.073
4 N -10.2924 1.0817 -10.9863  -0.199
5 C -9.0086 1.1776 -11.8939  0.053
6 C -10.4552 2.4735 -10.2724  -0.087
7 C -11.0982 3.3448 -11.3574  -0.141
8 C -11.9665 2.4248 -12.3088  -0.122
9 C -11.5401 1.0142 -11.9457  -0.074
10 H -8.3798 -2.3864 -9.1807  0.076
11 H -9.2573 -3.5064 -10.0359  0.076
12 H -10.0257 -2.5529 -8.7752  0.070
13 H -10.9398 -1.8285 -10.9602  0.103
14 H -9.4164 -1.5029 -11.5218  0.082
15 H -9.1915 0.2216 -9.2722  0.129
16 H -10.9147 -0.1546 -9.2728  0.119
17 H -9.2213 2.0818 -12.4642  0.083
18 H -8.8877 0.3262 -12.5637  0.080
19 H -8.1480 1.2709 -11.2316  0.108
20 H -9.5528 2.8682 -9.8057  0.132
21 H -11.1925 2.2998 -9.4885  0.122
22 H -10.3563 3.9444 -11.8846  0.112
23 H -11.8385 4.0495 -10.9787  0.109
24 H -11.8228 2.6910 -13.3560  0.105
25 H -13.0363 2.5794 -12.1685  0.112
26 H -11.3523 0.3924 -12.8210  0.111
27 H -12.2534 0.5037 -11.2985  0.126
28 Hf -6.6080 -0.0035 -16.9947  2.308
29 Cl -9.1618 -2.4629 -18.3150  0.646
30 O -9.2585 -3.6491 -17.4444  -0.347
31 O -8.9110 -1.3377 -17.4400  -0.460
32 O -8.0351 -2.4412 -19.1724  -0.327
33 O -10.3342 -2.2550 -19.0953  -0.302
34 Cl -5.5575 3.4904 -18.9224  0.664
35 O -5.2920 2.2108 -18.3815  -0.413
36 O -6.1710 4.1926 -17.8315  -0.372
37 O -4.3944 4.1920 -19.4700  -0.323
38 O -6.5391 3.3804 -20.0242  -0.375
39 Cl -4.3771 -1.3346 -20.3764  0.625
40 O -5.1860 -1.4560 -21.5047  -0.304
41 O -3.2581 -0.4814 -20.5878  -0.307
42 O -5.1510 -0.7431 -19.2900  -0.460
43 O -3.9168 -2.6204 -19.9169  -0.353
44 Cl -9.3784 2.6012 -15.8598  0.698
45 O -10.1963 1.6402 -15.1077  -0.393
46 O -8.5826 1.8005 -16.7411  -0.426
47 O -10.3475 3.5109 -16.4835  -0.311
48 O -8.5079 3.2511 -14.8966  -0.349
49 Cl -2.7469 0.2549 -16.1505  0.687
50 O -2.6814 1.7066 -16.2403  -0.345
51 O -1.9294 -0.2564 -17.2003  -0.298
52 O -2.0887 -0.1306 -14.8802  -0.364
53 O -4.1029 -0.2992 -16.2057  -0.457
54 C -6.0536 -2.6861 -13.4524  -0.048
55 C -7.0866 -1.5289 -13.6363  -0.348
56 O -6.9942 -0.7454 -14.8000  -0.381
57 H -5.0353 -2.3344 -13.6185  0.081
58 H -6.2014 -3.5224 -14.1357  0.044
59 H -6.0703 -3.0582 -12.4280  0.064
60 H -6.9852 -0.7577 -12.8726  0.088
61 H -8.0685 -1.9984 -13.6958  0.087
62 C -5.9647 -4.7978 -16.8883  0.081
63 N -5.2584 -3.4800 -16.8726  -0.383
64 O -5.7906 -2.4532 -17.0416  -0.050
65 O -4.0223 -3.4964 -16.7107  0.102
66 H -6.3778 -4.8810 -15.8830  0.089
67 H -5.2799 -5.5905 -17.1894  0.106
68 H -6.7970 -4.7981 -17.5921  0.091
69 C -9.8516 1.4311 -20.0749  0.070
70 N -8.5077 0.7930 -20.2216  -0.337
71 O -7.8249 0.7027 -19.1945  -0.103
72 O -8.1593 0.3931 -21.3352  0.141
73 H -10.5297 0.9940 -20.8078  0.097
74 H -9.8389 2.4952 -20.3109  0.112
75 H -10.2349 1.1534 -19.0931  0.096
76 C -4.9431 3.8124 -14.4317  0.076
77 N -5.5041 2.4554 -14.4922  -0.392
78 O -5.4865 1.7930 -13.5195  0.125
79 O -5.9037 1.9971 -15.5506  -0.085
80 H -5.6301 4.4568 -13.8833  0.109
81 H -4.7942 4.1288 -15.4641  0.102
82 H -3.9311 3.8207 -14.0267  0.112
83 C -13.5284 -2.1469 -13.8240  -0.118
84 C -12.5566 -1.5212 -14.6046  -0.087
85 C -11.2625 -2.0415 -14.6663  -0.061
86 C -10.9586 -3.2236 -13.9635  -0.067
87 C -11.9854 -3.7994 -13.1825  -0.111
88 C -13.2566 -3.2599 -13.0934  -0.122
89 H -14.5040 -1.6914 -13.7392  0.097
90 H -12.9719 -0.8091 -15.3023  0.109
91 H -10.5811 -1.6006 -15.3789  0.090
92 H -10.0775 -3.8374 -14.0793  0.099
93 H -11.8325 -4.7832 -12.7639  0.094
94 H -13.9457 -3.9134 -12.5791  0.100

**Strongest force on any atom**: 6.5 eV Å⁻¹
**LUMO level**: 0.24 eV
**HOMO-LUMO gap**: 6.6 eV
**Energy**: -5344.5696 hartree
**Net charge**: -1

Record 2
The following is a quantum chemistry calculation of a molecular structure, C19H38N3O2PPdSi, from the Open Molecules 2025 dataset.

Each line ends with the natural charge from an NBO analysis.
Geometry (Å):
1 Pd -0.8023 1.6701 1.0926  0.612
2 Si 0.6098 3.3435 1.0384  0.631
3 P 1.9234 -1.0117 -2.6375  1.221
4 N -0.1959 -0.1552 1.5527  -0.536
5 H 0.5995 -0.6081 -3.1318  0.051
6 C 2.6701 -2.2809 -3.6589  -0.970
7 H 3.6612 -1.9439 -3.9917  0.245
8 H 2.0275 -2.4605 -4.5300  0.253
9 H 2.7717 -3.2076 -3.0804  0.252
10 C 2.9411 0.4786 -2.6258  -0.955
11 H 3.9944 0.1911 -2.5019  0.237
12 H 2.6248 1.1306 -1.8017  0.294
13 H 2.8192 1.0138 -3.5778  0.255
14 C 1.7465 -1.6180 -0.9481  -0.972
15 H 1.5608 -2.7002 -0.9768  0.238
16 H 0.9201 -1.1093 -0.4266  0.321
17 H 2.6759 -1.4219 -0.3954  0.245
18 C 0.7325 4.0570 -0.7071  -1.110
19 H 0.4237 3.3040 -1.4424  0.262
20 H 1.7687 4.3599 -0.9035  0.222
21 H 0.0835 4.9380 -0.7800  0.229
22 H 0.1592 4.4347 1.9619  -0.202
23 H 1.9852 2.8641 1.3937  -0.204
24 C 0.4740 -0.4954 2.6317  0.028
25 C 1.3047 -2.3479 4.0211  -0.255
26 C 0.7267 -1.9058 2.8486  -0.154
27 C 0.9528 0.4196 3.6341  -0.208
28 C 1.5517 -0.0472 4.7889  -0.215
29 C 1.7200 -1.4241 4.9968  -0.210
30 H 1.4414 -3.4174 4.1831  0.211
31 H 0.4152 -2.5893 2.0537  0.201
32 H 0.8062 1.4856 3.4284  0.225
33 H 1.8955 0.6689 5.5372  0.214
34 H 2.1843 -1.7760 5.9190  0.210
35 C -0.5393 0.4938 -2.4853  0.281
36 O -0.0660 0.9547 -1.3985  -0.808
37 C -1.6694 -0.5098 -2.4113  -0.699
38 H -2.1834 -0.5979 -3.3747  0.197
39 H -2.3756 -0.1964 -1.6335  0.250
40 H -1.2796 -1.4970 -2.1391  0.179
41 C -0.4939 1.3661 -3.7247  -0.682
42 H -0.6551 0.7742 -4.6321  0.194
43 H 0.4713 1.8746 -3.7988  0.198
44 H -1.2891 2.1193 -3.6621  0.208
45 C -3.2756 2.2109 2.4930  -0.386
46 N -3.4400 0.7822 2.6072  -0.454
47 C -3.8988 0.2659 3.8748  -0.195
48 C -4.3596 -1.1563 3.7032  -0.419
49 C -3.2987 -1.9503 2.9846  -0.201
50 N -3.0576 -1.3282 1.7019  -0.449
51 C -2.3494 -2.1176 0.7177  -0.417
52 C -3.0670 0.0204 1.5534  0.810
53 O -2.6695 0.5830 0.4812  -0.747
54 H -3.8055 2.5902 1.6097  0.226
55 H -2.1882 2.4708 2.3977  0.172
56 H -3.6715 2.6631 3.4071  0.206
57 H -3.0861 0.3183 4.6204  0.189
58 H -4.7100 0.9146 4.2251  0.202
59 H -5.2929 -1.1768 3.1290  0.212
60 H -4.5520 -1.5998 4.6824  0.221
61 H -3.6265 -2.9772 2.7896  0.206
62 H -2.3666 -1.9936 3.5811  0.193
63 H -1.2727 -1.8669 0.7314  0.236
64 H -2.4806 -3.1745 0.9722  0.188
65 H -2.7493 -1.9303 -0.2828  0.222

**Strongest force on any atom**: 2.5 eV Å⁻¹
**LUMO level (alpha / beta)**: 0.56 / -0.61 eV
**HOMO-LUMO gap (alpha / beta)**: 4.9 / 7.0 eV
**Energy**: -1820.0065 hartree
**2S+1**: 5
**Energy relative to the best compared isomer or geometry (same formula, charge and spin)**: 0.0 kcal per mole
**⟨S²⟩**: 6.065

Record 3
The following is a quantum chemistry calculation of a molecular structure, C19H38N4O5S2SbSi3V, from the Open Molecules 2025 dataset.

Each line ends with the Löwdin charge.
Geometry (Å):
1 V -0.1411 0.0069 -0.0251  0.655
2 O 1.6726 -1.0136 3.0154  0.201
3 C 0.5458 -0.9862 2.3516  -0.486
4 O 0.2972 -1.6680 1.3650  0.052
5 C -0.4955 -0.0558 2.9343  -0.055
6 O -1.1246 0.6736 1.8697  -0.217
7 C -0.7818 2.0853 1.9357  -0.082
8 C 0.6878 2.3203 1.5507  -0.635
9 O 1.2246 3.3360 1.9278  0.089
10 O 1.2065 1.3691 0.8339  -0.171
11 H 2.2833 -1.6554 2.6176  0.163
12 H -1.2446 -0.6824 3.4216  0.158
13 H -0.0523 0.6151 3.6666  0.152
14 H -1.4255 2.5914 1.2202  0.077
15 H -0.9791 2.4722 2.9336  0.144
16 N -3.5286 -1.3314 -0.2680  0.134
17 C -2.5847 -1.9702 -0.9935  -0.692
18 N -1.3516 -1.5546 -1.1016  0.003
19 C -0.6086 -2.3653 -1.9522  -0.332
20 C -1.2909 -3.3956 -2.4906  -0.320
21 S -2.9279 -3.3766 -1.9435  1.091
22 C 0.8030 -2.0204 -2.1327  -0.349
23 C 1.7372 -2.6307 -2.8893  -0.327
24 S 3.2513 -1.8090 -2.7346  1.091
25 C 2.5331 -0.6866 -1.6256  -0.669
26 N 1.2605 -0.9256 -1.4206  -0.006
27 N 3.2067 0.3041 -1.0209  0.137
28 H -3.2356 -0.5727 0.3269  0.090
29 H -4.4084 -1.7721 -0.0699  0.108
30 H -0.9406 -4.1592 -3.1641  0.086
31 H 1.6391 -3.4863 -3.5356  0.085
32 H 4.1462 0.5322 -1.2901  0.111
33 H 2.6989 0.9368 -0.4055  0.079
34 C -0.4749 0.0168 -4.9413  -0.201
35 Si -1.7858 1.1652 -4.2626  0.298
36 C -3.3739 0.2233 -3.9558  -0.207
37 C -2.0875 2.5134 -5.5197  -0.207
38 Sb -0.9802 2.0772 -2.0074  0.944
39 Si 0.7968 3.8147 -2.6490  0.301
40 C 2.0859 2.9077 -3.6547  -0.213
41 C 0.0134 5.1896 -3.6411  -0.208
42 C 1.5720 4.4965 -1.1052  -0.209
43 Si -2.9571 3.5420 -1.2665  0.295
44 C -2.3010 4.9749 -0.2600  -0.210
45 C -3.9284 4.2105 -2.7170  -0.217
46 C -4.0990 2.4600 -0.2463  -0.225
47 H -0.8459 -0.4616 -5.8524  0.044
48 H -0.2060 -0.7687 -4.2355  0.004
49 H 0.4331 0.5644 -5.2012  0.023
50 H -3.7353 -0.2030 -4.8958  0.043
51 H -4.1583 0.8722 -3.5595  0.022
52 H -3.2232 -0.5968 -3.2509  -0.003
53 H -2.4584 2.0419 -6.4355  0.042
54 H -1.1690 3.0472 -5.7751  0.022
55 H -2.8329 3.2401 -5.1940  0.015
56 H 1.6878 2.4622 -4.5669  0.016
57 H 2.5426 2.1145 -3.0540  0.010
58 H 2.8740 3.6098 -3.9428  0.042
59 H -0.3113 4.8589 -4.6301  0.019
60 H 0.7424 5.9939 -3.7764  0.042
61 H -0.8519 5.6115 -3.1269  0.013
62 H 1.9962 3.7179 -0.4695  0.014
63 H 0.8748 5.0653 -0.4884  0.031
64 H 2.3836 5.1683 -1.4027  0.046
65 H -1.6347 5.5963 -0.8626  0.020
66 H -1.7457 4.6653 0.6282  0.022
67 H -3.1327 5.6034 0.0686  0.043
68 H -3.2983 4.7953 -3.3896  0.023
69 H -4.7239 4.8655 -2.3515  0.042
70 H -4.3954 3.4094 -3.2932  0.022
71 H -3.6168 2.0498 0.6442  0.010
72 H -4.4839 1.6317 -0.8468  0.020
73 H -4.9543 3.0552 0.0869  0.041

**Strongest force on any atom**: 1.0 eV Å⁻¹
**LUMO level (alpha / beta)**: -2.18 / -2.19 eV
**HOMO-LUMO gap (alpha / beta)**: 8.4 / 8.6 eV
**Energy**: -4191.1891 hartree
**Net charge**: +1
**2S+1**: 4
**Energy relative to the best compared isomer or geometry (same formula, charge and spin)**: 2.7 kcal per mole
**⟨S²⟩**: 3.758